The following is a quantum chemistry calculation of a molecular structure, C12H24N6OPRe, from the Open Molecules 2025 dataset.

Computed properties:
Kohn-Sham gap (spin up / spin down): 6.9 / 6.8 eV
F_max: 0.6 eV/Å
Relative energy (zero: lowest compared OMol25 entry of this formula, charge and spin): 0.000 eV
Spin multiplicity: 2
Net charge: +3
HOMO energy (spin up / spin down): -18.45 / -18.36 eV
E_LUMO (spin up / spin down): -11.53 / -11.54 eV
Expectation value of S²: 0.76

```
45
Properties=species:S:1:pos:R:3:mulliken_spin:R:1
H 1.23154 4.87092 1.97220 -0.0003
C 2.53759 2.38366 0.43065 0.0042
Re 0.25887 -0.02311 0.38857 0.8520
H -3.66554 1.68114 -4.40911 0.0002
H -4.69672 -3.46866 4.84030 -0.0002
H -2.37720 0.49513 -4.20641 -0.0001
H -1.70011 2.77190 -3.30815 0.0034
C -0.11092 3.20018 1.53604 -0.0017
N -2.66853 -1.93408 2.87776 0.0337
N -1.01756 -0.71794 1.61734 -0.0373
H 0.85930 1.56667 3.83012 -0.0001
H 0.41726 4.20687 3.39923 -0.0001
N -4.32802 -2.85240 4.12933 0.0058
C 0.30439 4.43457 2.34134 0.0027
H 3.13305 2.11812 4.68141 -0.0002
H -1.17308 -3.49110 4.25058 -0.0002
H -3.09309 2.77040 -2.22862 0.0002
H 1.89336 1.24597 -1.33712 -0.0021
H -3.78300 0.48660 -3.11818 -0.0001
H 3.76291 2.29558 3.05265 0.0002
N 1.84623 -0.96696 0.32915 0.0211
H -4.98380 -2.27911 3.62007 -0.0001
C -2.38344 2.11964 -2.75169 -0.0011
C 2.16549 2.27622 -1.04879 0.0063
C -1.78333 -1.36954 2.27586 0.0331
C -3.04412 -2.79199 3.85682 0.0003
O 3.69993 -2.22848 -0.43755 0.0624
N -0.94033 0.95266 -0.93706 -0.0450
C 1.73341 1.49952 3.17532 0.0028
C 2.86961 2.40576 3.66516 -0.0012
H 2.05648 0.45512 3.17632 -0.0025
H -0.47380 5.19054 2.25036 0.0012
C 2.79751 -1.63184 -0.07652 0.0362
N -2.15051 -3.53170 4.48582 0.0034
H -0.31944 3.46315 0.49562 -0.0008
H 1.34175 2.93831 -1.31487 -0.0009
H 2.58617 3.45548 3.68155 0.0001
P 1.15113 1.88566 1.49730 -0.0145
H -1.02771 2.76757 1.94795 0.0041
H 3.38687 1.74064 0.67433 -0.0007
C -3.09420 1.11720 -3.67567 0.0030
H -2.42623 -4.19673 5.19568 0.0002
H 2.83003 3.40470 0.68800 -0.0001
C -1.58670 1.48032 -1.73398 0.0319
H 3.01560 2.53775 -1.67821 0.0006
```

The following is a quantum chemistry calculation of 4 unconnected molecules or ions with the total composition C12H24O12 in a non-equilibrium geometry, from the Open Molecules 2025 dataset.

Computed properties:
Kohn-Sham gap: 11.6 eV
F_max: 1.4 eV/Å
Relative energy (zero: lowest compared OMol25 entry of this formula, charge and spin): 0.000 eV
Net charge: 0
SMILES: COC(=O)OC.COC(=O)OC.COC(=O)OC.COC(=O)OC
HOMO energy: -10.80 eV
E_LUMO: 0.77 eV

```
48
Properties=species:S:1:pos:R:3:nbo_charge:R:1
H -3.45749 -2.32656 3.48841 0.1944
C 1.05601 -1.10901 -5.86729 -0.2552
C 1.44852 -0.30266 2.72457 0.9878
H 0.56611 -1.59008 -1.09696 0.2011
H -3.08057 4.49417 0.28275 0.1938
H -3.02333 -0.59136 -0.81245 0.1873
O 0.87918 3.40942 -0.22218 -0.4899
C -2.46893 -2.78131 3.42946 -0.2575
O 1.82428 -1.16396 -4.67921 -0.4954
O 1.98005 -1.09088 -2.53243 -0.4994
H 0.11794 1.95942 3.33148 0.1910
H -2.54109 -3.80704 3.77621 0.1950
H -2.95501 2.72417 0.41261 0.1921
H 1.76205 -1.21184 -6.68737 0.1942
H 1.72549 2.12361 -1.67862 0.2004
H 3.26572 -2.95550 2.75978 0.2004
O -2.02624 -2.84442 2.06963 -0.4927
C 1.95253 2.63259 -0.73977 -0.2769
H 3.98189 -1.35009 2.92291 0.1894
C -1.96222 -0.83871 -0.76453 -0.2689
O 2.03205 0.49838 2.03752 -0.6637
O -0.04305 -0.79482 -3.48359 -0.6519
H -1.64013 -1.14126 -1.75296 0.2257
O -0.68668 2.26902 -1.40451 -0.6492
H -1.40892 0.01952 -0.39509 0.1975
H 2.20970 -0.97449 -0.49366 0.1954
H 3.12704 -1.74488 1.43139 0.1894
H 1.03753 0.10862 -1.16766 0.1975
H 2.28236 1.94069 0.03131 0.2139
O -1.73908 -1.94129 0.13220 -0.5019
H 0.50865 -0.17452 -5.97694 0.1942
C 1.14014 -0.99818 -3.54584 0.9827
O 0.24335 -0.14946 3.25482 -0.4932
C 1.40764 -0.91779 -1.21630 -0.2533
C -2.57627 3.60766 -0.09891 -0.2606
C -0.40748 1.08200 2.95842 -0.2539
O -1.19101 3.79675 0.16867 -0.4993
O 1.91772 -1.48578 3.10550 -0.4937
O -2.55326 -0.66755 1.79285 -0.6653
H -0.54872 1.17377 1.88134 0.1893
C -2.16414 -1.72626 1.36995 0.9861
C 3.14074 -1.91017 2.50477 -0.2519
H -1.38950 1.02058 3.41336 0.2103
H 0.35297 -1.94278 -5.90854 0.1884
C -0.35044 3.07248 -0.57767 0.9857
H -2.77620 3.54505 -1.16683 0.2004
H -1.75728 -2.21589 4.02773 0.1974
H 2.78743 3.27063 -1.03832 0.1931
```

The following is a quantum chemistry calculation of a molecular structure, C12H25AsBrMoN8O2S4, from the Open Molecules 2025 dataset.

Computed properties:
Kohn-Sham gap (spin up / spin down): 5.8 / 6.0 eV
F_max: 0.8 eV/Å
Relative energy (zero: lowest compared OMol25 entry of this formula, charge and spin): 0.000 eV
Spin multiplicity: 3
Net charge: +1
HOMO energy (spin up / spin down): -10.26 / -10.30 eV
E_LUMO (spin up / spin down): -4.43 / -4.26 eV
Expectation value of S²: 2.04

```
54
Properties=species:S:1:pos:R:3:mulliken_spin:R:1
C 2.71990 0.55495 2.63476 0.0015
H -1.81896 3.40797 -2.52453 0.0035
H 3.07443 1.49099 -0.38915 -0.0053
N 1.90693 0.41602 -1.78705 -0.0282
C 3.15285 0.61663 -1.03546 0.0129
H 2.11819 -1.67110 -2.03218 -0.0006
C 0.19340 1.81814 -2.81977 -0.0244
N -1.16942 -1.83710 2.34314 0.0132
S -2.86117 -0.16994 -0.46383 -0.1133
H -0.28131 0.96409 -3.30458 0.0019
O -1.14994 -3.19707 -2.32169 0.0215
H -2.23800 -4.31471 -1.12278 -0.0001
Br 3.38416 2.03852 3.56499 -0.0004
S -4.46584 2.78876 0.74999 0.0416
H -0.60275 3.54953 -0.04002 -0.0039
N -2.30646 -4.13897 -0.13702 0.0018
C -1.64567 -3.13014 0.41067 0.0074
C 2.74040 -1.73921 2.03710 -0.0007
H -1.93558 -1.21404 2.64484 -0.0006
H 3.99488 0.77381 -1.71961 0.0030
Mo -0.58580 0.17035 -0.30405 1.9426
O -0.55032 -1.13974 -2.08609 -0.0098
As -3.43636 1.12615 1.35708 0.0220
H -0.65890 -2.16033 3.15600 0.0005
C 2.09804 -0.76702 -2.64393 0.0059
H 0.03148 2.68464 -3.46658 -0.0006
C 1.66528 1.59703 -2.62465 0.0150
H -2.95705 -4.67316 0.41547 0.0000
S -4.07699 -0.21814 2.81132 0.0142
H 3.13542 -2.74272 2.11112 0.0004
H 1.22028 1.71327 1.64732 -0.0120
H 3.05020 -0.69565 -3.18190 0.0006
N 1.14065 -0.26952 1.04493 -0.0381
N -1.73838 -2.94849 1.72144 -0.0030
H 1.29669 -0.85605 -3.36961 0.0021
H 1.03552 2.99616 -0.40624 -0.0108
S -1.22561 1.49030 1.58914 0.0778
H -2.50984 2.69207 -1.04418 -0.0069
H 2.15783 1.50160 -3.59941 0.0000
H 4.09471 -0.86662 3.47074 -0.0004
H 0.18942 4.05254 -1.55927 0.0054
C 3.27085 -0.70398 2.78891 0.0020
C 0.06606 3.24265 -0.83560 0.0314
H 2.10825 2.46939 -2.14666 -0.0008
N -0.86691 -2.23172 -0.27252 0.0283
C 1.68506 -1.48672 1.18284 0.0259
N -0.52581 2.06691 -1.53095 -0.0544
H -2.37839 1.71577 -2.52305 -0.0022
N -0.88188 -2.26438 -1.61239 -0.0201
H -2.41997 -3.50037 2.22431 -0.0008
C -1.91133 2.49534 -1.93058 0.0364
H 3.37226 -0.26034 -0.42800 0.0012
H 1.24685 -2.27873 0.59800 -0.0146
C 1.66215 0.73460 1.76193 0.0316
```

The following is a quantum chemistry calculation of a gas-phase ion, C12H25F2N6S (charge +1) in a non-equilibrium geometry, from the Open Molecules 2025 dataset.

Computed properties:
Kohn-Sham gap: 8.8 eV
F_max: 7.1 eV/Å
Net charge: +1
HOMO energy: -12.15 eV
E_LUMO: -3.36 eV

```
46
Properties=species:S:1:pos:R:3:nbo_charge:R:1
N -0.31352 1.59174 0.68802 -0.4526
F -3.26153 -1.73452 -1.41204 -0.3743
C 2.77608 2.77432 -0.83024 -0.2479
H -0.63426 1.52340 -1.45910 0.2120
C -4.26871 0.07429 -0.16683 -0.6609
H -0.91495 -5.46595 -0.09873 0.2183
H -4.07491 0.86563 0.61292 0.2190
H -1.40112 4.30652 -1.19982 0.2460
H -2.31635 0.10621 -1.36827 0.1765
C -1.03932 -3.85412 1.43758 0.2029
H -1.77786 -5.95601 1.40810 0.2329
C -2.89264 -0.56739 -0.67501 0.2005
C -0.85316 -5.40452 1.03648 -0.6549
H 0.10363 -5.84217 1.44492 0.2468
C -0.51115 3.71427 -0.80765 -0.6506
H 4.58779 2.28993 -2.06200 0.2333
N 1.73277 -1.29930 0.07495 -0.5025
F -0.31315 -3.50157 2.59715 -0.3602
N 1.87961 0.88582 0.36759 -0.0439
H -0.00453 4.22587 0.06095 0.2249
C -2.07835 -0.93683 0.65937 -0.2759
H 4.44541 4.05789 -1.51562 0.2374
C 0.40540 -0.85254 0.31401 0.6116
N -0.74393 -1.51114 0.39156 -0.4092
N 0.57065 0.55780 0.46843 -0.0417
H 2.18149 2.27940 -1.66815 0.2118
C 2.69313 -0.25359 0.09971 0.2448
C 4.31329 2.97135 -1.20228 -0.6425
H 0.24371 3.73792 -1.66369 0.2189
H -2.05986 -0.06040 1.38489 0.2618
H -2.01212 2.12647 -0.45761 0.2065
H 0.05238 2.29424 1.33553 0.4054
H -2.72393 -1.72141 1.17688 0.2435
H -4.93966 0.40137 -1.01129 0.2475
H 5.06964 -0.21276 1.07012 0.1823
N 2.52463 2.10511 0.48216 -0.4517
H -1.45725 -3.27364 -0.64193 0.2460
C -0.87513 2.18453 -0.56253 -0.2476
S 4.48885 -0.39100 -0.17602 0.0807
H 3.39419 1.98964 1.01107 0.3968
H 2.33068 3.82155 -0.74668 0.2104
H 0.30881 -3.33887 -0.23686 0.2585
H 5.01153 2.80489 -0.32957 0.2168
H -4.80184 -0.77651 0.37846 0.2295
H -2.15472 -3.74346 1.63722 0.1617
C -0.68972 -2.99248 0.15389 -0.2685
```

The following is a quantum chemistry calculation of 3 unconnected molecules or ions with the total composition C12H25IO6 in a non-equilibrium geometry, from the Open Molecules 2025 dataset.

Computed properties:
Kohn-Sham gap: 9.6 eV
F_max: 9.7 eV/Å
Relative energy (zero: lowest compared OMol25 entry of this formula, charge and spin): 4.836 eV
Net charge: 0
SMILES: C[C@H](O)C[C@H]1OC(=O)O[C@@H]1I.CC(C)O.CC(C)O
HOMO energy: -9.73 eV
E_LUMO: -0.12 eV

```
44
Properties=species:S:1:pos:R:3:nbo_charge:R:1
C 0.85856 4.16449 0.60912 -0.6303
H -0.64021 3.94920 2.13819 0.1719
H 4.25274 -0.73957 -2.27883 0.2414
H -2.91928 -5.44715 2.17261 0.2184
H 0.56719 5.17481 0.30580 0.2095
C 1.56781 -1.23389 -2.70421 -0.4578
H 1.79383 2.48732 2.31535 0.4584
O -3.12176 -3.33713 0.56928 -0.7274
C 3.86952 0.11576 -2.98617 -0.0296
H -1.27114 -2.77736 -2.34015 0.2253
H -3.54977 -2.01528 3.62932 0.2134
H -3.31250 -4.59080 3.68156 0.2122
C -3.68049 -2.08720 2.54517 -0.6300
C 3.02961 2.25543 -2.41754 0.9794
H 0.39056 3.44528 -0.07154 0.2188
C -3.45012 -4.58770 2.59588 -0.6297
O -0.86596 -0.24480 -2.67062 -0.7306
C 1.10286 4.86204 3.00951 -0.6291
H 0.81881 5.89328 2.77821 0.2100
H -1.71047 -0.36513 -2.10742 0.4762
H -4.75237 -2.14563 2.32520 0.1975
O 3.06749 3.47962 -1.86200 -0.5630
I 4.84635 -0.03132 -4.98723 0.0628
C 2.25262 0.07730 -3.41193 0.0631
H 2.05459 -0.15054 -4.56689 0.2408
H -4.07229 -3.42834 0.38961 0.4625
O 0.82772 2.55462 2.39411 -0.7247
C -0.46938 -2.43778 -1.52368 -0.6725
H -1.86980 -3.18929 2.17425 0.1772
C 0.44941 3.88394 2.04627 0.0926
H -3.31395 -1.16287 2.08571 0.2185
H 0.34511 -0.40286 -0.83980 0.1846
H 1.36154 -2.05970 -3.52043 0.2378
H 2.32485 -1.73669 -1.93305 0.2211
C -2.94343 -3.29208 1.98257 0.0921
H 0.80909 4.64043 4.04122 0.2141
O 4.28693 1.50560 -2.60867 -0.5204
H -4.51385 -4.73487 2.37772 0.1980
H 0.42416 -3.20783 -1.48726 0.2091
H 2.19496 4.78239 2.96817 0.1979
H -1.06898 -2.42264 -0.49685 0.2415
H 1.94202 4.06009 0.48258 0.2107
O 1.91225 1.43571 -2.91186 -0.5119
C 0.17518 -0.93885 -1.89128 0.1000
```